(1)
This record from the Open Molecules 2025 dataset describes a single C5H6O molecule. The level of theory is ωB97M-V with the def2-TZVPD basis set.

Charge = 0
SMILES = C#CCCC=O
Energy = -269.26139 hartree
Lowest unoccupied orbital energy = 0.982 eV
Multiplicity = 1
Largest force on an atom = 0.65 eV Å⁻¹
E_HOMO = -9.9 eV

Each line ends with the Löwdin charge.
Cartesian coordinates (Å):
C -1.8510 -0.6001 0.8247  0.111
C -0.8600 -1.0850 0.3364  -0.139
C 0.4714 -1.0589 -0.2887  -0.202
C 1.0118 0.2994 0.1986  -0.155
C 0.0703 1.2892 -0.4900  -0.271
O -0.1759 1.1878 -1.6691  0.041
H -2.6879 -0.1355 1.2930  0.035
H 0.3290 -0.9261 -1.3674  0.110
H 1.1103 -1.9275 -0.1056  0.113
H 0.9696 0.3818 1.2919  0.115
H 2.0384 0.4985 -0.1294  0.119
H -0.4259 2.0765 0.1057  0.124

=====

(2)
This record from the Open Molecules 2025 dataset describes a molecular structure, C10H25NO8Sr at a distorted geometry. The level of theory is ωB97M-V with the def2-TZVPD basis set.

Charge = 0
Energy = -1083.50119 hartree
Lowest unoccupied orbital energy = -0.120 eV
Multiplicity = 1
Largest force on an atom = 5.86 eV Å⁻¹
E_HOMO = -7.7 eV

Each line ends with the Löwdin charge.
Cartesian coordinates (Å):
Sr -10.6546 -12.0205 -2.1628  1.596
C -10.4248 -7.9928 -3.9420  -0.006
C -10.6570 -9.1452 -3.0442  -0.846
O -11.5535 -9.9542 -3.1997  -0.145
O -9.8103 -9.5064 -2.2497  -0.085
H -9.6170 -7.3352 -3.6208  0.080
H -11.2756 -7.3286 -3.7903  0.076
H -10.3734 -8.3307 -4.9770  0.085
C -6.4727 -13.5863 -0.5529  -0.024
C -7.7518 -12.9422 -1.1694  -0.740
O -7.8371 -11.7192 -1.0448  -0.045
O -8.6711 -13.6350 -1.7262  -0.198
H -6.8951 -14.2690 0.1844  0.059
H -5.8670 -12.9616 0.1036  0.061
H -5.7592 -14.1054 -1.1928  0.062
C -8.0805 -11.3196 -4.7623  -0.071
O -9.0839 -12.2301 -4.2747  -0.295
C -9.3458 -13.3790 -5.1431  -0.149
C -10.6653 -14.1315 -4.8427  -0.191
N -11.6722 -13.3118 -4.1754  -0.140
C -12.8464 -14.0176 -3.5833  -0.170
C -13.9251 -12.9534 -3.1499  -0.142
O -13.3330 -12.1469 -2.0897  -0.320
C -14.1660 -11.1473 -1.5147  -0.084
H -7.8318 -10.5105 -4.0756  0.097
H -8.3111 -10.8765 -5.7312  0.085
H -7.1267 -11.8175 -4.9372  0.088
H -8.4699 -14.0274 -5.1232  0.129
H -9.4963 -13.0138 -6.1591  0.114
H -10.4639 -15.0229 -4.2487  0.119
H -11.0718 -14.6195 -5.7285  0.119
H -12.1082 -12.8478 -4.9594  0.123
H -12.6131 -14.7005 -2.7664  0.106
H -13.3368 -14.6488 -4.3243  0.115
H -14.6841 -13.5235 -2.6142  0.120
H -14.3564 -12.3587 -3.9552  0.130
H -14.9930 -11.6270 -0.9911  0.085
H -14.4517 -10.5005 -2.3443  0.099
H -13.7440 -10.5864 -0.6807  0.088
O -11.5121 -13.9150 -0.5515  -0.094
H -11.2053 -14.8099 -0.6972  0.060
H -12.2431 -14.0084 0.0593  0.062
O -10.9287 -11.0156 0.0297  -0.137
H -10.4133 -10.2105 0.0786  0.059
H -11.3101 -11.1098 0.9025  0.063

=====

ΔE to the lowest compared entry with this formula, charge and spin values (in kcal per mole) by entry order: 53.24, 26.31.